Record 1
{
  "formula": "C6H10O",
  "method": "ωB97M-V/def2-TZVPD",
  "charge": 0,
  "relative_energy_ev": 0.7456,
  "orbital_gap_ha": 0.3846,
  "largest_force_ha_per_bohr": 0.0380,
  "symbols": ["C", "C", "C", "C", "C", "C", "O", "H", "H", "H", "H", "H", "H", "H", "H", "H", "H"],
  "coordinates": [[0.85187, -0.41948, -2.54311], [0.50742, -0.45573, -1.08470], [0.68668, 0.54553, -0.23902], [0.51307, 0.53343, 1.24293], [-0.91410, 0.60545, 1.79279], [-1.70762, -0.54584, 1.21821], [-1.48357, -1.68670, 1.52309], [1.23645, 0.55713, -2.81667], [1.61784, -1.17166, -2.75909], [-0.02959, -0.58663, -3.16271], [0.23395, -1.43207, -0.70128], [1.16673, 1.42022, -0.68204], [0.96785, -0.38812, 1.63697], [1.17310, 1.25652, 1.73084], [-0.97123, 0.53996, 2.87185], [-1.33159, 1.56289, 1.47966], [-2.51725, -0.33489, 0.49228]],
  "atomic_forces_ev_per_a": [[-0.070, 0.198, 0.237], [0.290, -0.599, 0.071], [0.543, 0.644, -0.600], [1.015, -1.042, 1.304], [-0.096, 0.461, -0.991], [-0.257, -0.031, 0.074], [0.048, -0.180, 0.064], [0.172, 0.182, -0.053], [-0.218, 0.040, -0.138], [0.043, -0.267, -0.053], [-0.367, -0.055, 0.069], [-0.396, 0.239, 0.181], [-0.337, -0.166, -0.232], [-0.401, 0.473, -0.274], [0.269, -0.050, 0.263], [-0.319, -0.016, 0.054], [0.081, 0.169, 0.025]]
}

Record 2
{
  "formula": "C6H10O",
  "method": "ωB97M-V/def2-TZVPD",
  "charge": 0,
  "relative_energy_ev": 1.8398,
  "orbital_gap_ha": 0.3415,
  "largest_force_ha_per_bohr": 0.0562,
  "symbols": ["C", "C", "C", "C", "C", "C", "O", "H", "H", "H", "H", "H", "H", "H", "H", "H", "H"],
  "coordinates": [[-1.89042, -1.00466, -0.46305], [-1.36194, 0.17030, -0.11851], [-2.07235, 1.42621, -0.60614], [0.10014, 0.26702, 0.09135], [0.86564, -0.67434, 0.61045], [2.26684, -0.41994, 1.03188], [3.14993, -1.08922, 0.04225], [-2.87651, -1.06768, -0.90703], [-1.27286, -1.88976, -0.55125], [-1.21574, 2.04142, -0.90886], [-2.44698, 2.01364, 0.23156], [-2.82337, 1.37038, -1.38430], [0.54671, 1.22916, -0.15994], [0.52371, -1.69647, 0.66239], [2.58377, -0.96612, 1.90779], [2.48170, 0.64479, 1.04211], [3.44173, -0.35471, -0.52070]],
  "atomic_forces_ev_per_a": [[0.068, -0.176, -0.289], [-0.339, -0.651, -2.794], [1.475, 0.940, 1.616], [-0.679, 0.771, 0.722], [0.387, -0.122, 0.306], [0.889, -1.447, -1.855], [-0.007, 1.325, 0.047], [-0.100, -0.021, 0.295], [-0.150, -0.161, 0.410], [-0.482, 0.207, -0.625], [-0.431, -0.030, 0.116], [0.055, -0.470, -0.005], [-0.055, 0.084, 0.442], [-0.231, -0.115, 0.511], [-0.489, 0.454, 0.790], [0.085, 0.060, 0.395], [0.003, -0.647, -0.082]]
}

Record 3
{
  "formula": "C6H10O",
  "method": "ωB97M-V/def2-TZVPD",
  "charge": 0,
  "relative_energy_ev": 0.1136,
  "orbital_gap_ha": 0.3708,
  "largest_force_ha_per_bohr": 0.0086,
  "symbols": ["C", "C", "C", "C", "C", "C", "O", "H", "H", "H", "H", "H", "H", "H", "H", "H", "H"],
  "coordinates": [[2.13133, 0.17614, 0.26914], [0.67752, -0.14155, 0.13206], [0.03238, -1.22614, 0.56478], [-1.40633, -1.24133, 0.11174], [-1.63154, 0.24320, -0.22809], [-0.25208, 0.74081, -0.68105], [-0.07786, 2.14177, -0.53621], [2.31675, 1.05502, 0.90028], [2.55903, 0.39271, -0.71692], [2.67441, -0.66605, 0.70538], [0.49031, -2.02440, 1.14327], [-2.10367, -1.60695, 0.87077], [-1.52107, -1.89655, -0.77166], [-2.43192, 0.43952, -0.94433], [-1.85403, 0.77066, 0.70608], [-0.08465, 0.54163, -1.75576], [0.48144, 2.30150, 0.23050]],
  "atomic_forces_ev_per_a": [[0.117, -0.027, 0.000], [-0.023, -0.123, -0.006], [0.143, 0.174, -0.029], [-0.088, -0.032, -0.045], [0.031, 0.002, -0.033], [-0.121, -0.345, -0.245], [0.178, 0.038, 0.187], [-0.050, -0.101, -0.101], [-0.005, -0.011, 0.134], [-0.045, 0.123, -0.022], [-0.030, 0.055, -0.158], [0.082, 0.004, -0.060], [0.016, 0.251, 0.236], [0.092, -0.046, 0.040], [-0.074, 0.022, -0.141], [-0.109, -0.043, 0.225], [-0.113, 0.059, 0.020]]
}

Record 4
{
  "formula": "C6H10O",
  "method": "ωB97M-V/def2-TZVPD",
  "charge": 0,
  "relative_energy_ev": 5.4303,
  "orbital_gap_ha": 0.2979,
  "largest_force_ha_per_bohr": 0.0385,
  "symbols": ["C", "C", "C", "C", "C", "C", "H", "H", "H", "H", "H", "H", "H", "H", "H", "H", "O"],
  "coordinates": [[-0.06895, 1.40350, -0.47151], [0.61578, 2.50315, -0.17604], [1.17817, -0.34215, 0.67097], [0.32992, 0.00288, -0.30606], [-0.14181, -0.91699, -1.36468], [-0.20251, -2.28589, -1.07130], [-1.08747, 1.56215, -0.82311], [0.34061, 3.48797, -0.50400], [1.63007, 2.40371, 0.20817], [1.81640, -1.21684, 0.57642], [1.37798, 0.41663, 1.41730], [0.69211, -1.84969, -1.77434], [-0.89660, -2.84633, -1.68640], [0.23616, -2.78472, -0.19667], [-1.89877, -0.03297, 2.70089], [-0.65599, -0.37455, 1.81194], [-1.57268, -0.07879, 1.79719]],
  "atomic_forces_ev_per_a": [[-1.803, 0.777, 0.263], [1.301, -0.878, -0.284], [0.523, 0.448, -0.467], [1.424, -0.442, 0.008], [-1.438, 0.838, 0.270], [0.182, 0.583, 0.164], [0.179, -0.197, -0.397], [-0.528, 0.207, 0.287], [-0.056, 0.114, -0.033], [-0.407, -0.181, 0.558], [0.513, -0.145, 0.137], [0.355, -0.812, -0.653], [0.692, -0.448, -0.413], [-0.554, 0.174, 0.333], [0.162, -0.066, -0.010], [-0.092, -0.005, 0.174], [-0.454, 0.034, 0.063]]
}

Question: Which value of charge does entry 1 give?
Answer: 0